Here is a structure of composition C22H20BBr4N8O2Ti at a distorted geometry from the OMol25 dataset. Energies are from the ωB97M-V functional and the def2-TZVPD basis.

<S²> = 0.77
HOMO-LUMO gap (spin up / spin down) = 0.2917 / 0.2039 hartree
max |F| = 1.70 eV/A
ΔE to the lowest compared entry with this formula, charge and spin = 140.8 kJ/mol
2S+1 = 2
charge = 0

Each line ends with the Löwdin charge.
Cartesian coordinates (Å):
1 Ti 0.25 -0.45 -1.15  1.12
2 C 1.30 2.59 -3.76  -0.03
3 C 0.75 1.99 -2.49  -0.42
4 C 0.62 2.77 -1.34  -0.05
5 C -0.13 2.31 -0.25  -0.12
6 N -0.56 1.08 -0.12  0.04
7 N 0.38 0.73 -2.48  -0.01
8 B -1.57 0.52 0.83  -0.68
9 N -0.82 -0.67 1.59  0.01
10 C -0.72 -1.01 2.88  -0.05
11 C 0.09 -2.12 2.97  -0.01
12 C 0.48 -2.40 1.65  -0.32
13 C 1.42 -3.44 1.13  -0.02
14 N -0.10 -1.53 0.84  0.02
15 N -2.57 -0.21 -0.17  0.04
16 C -3.88 -0.45 -0.29  -0.05
17 C -4.09 -1.24 -1.40  -0.01
18 C -2.82 -1.46 -1.93  -0.32
19 C -2.40 -2.22 -3.15  -0.02
20 N -1.92 -0.83 -1.18  0.01
21 N -2.20 1.31 1.95  -0.01
22 C -3.36 1.15 2.63  -0.09
23 C -3.37 2.05 3.67  -0.03
24 C -2.15 2.74 3.56  -0.36
25 C -1.61 3.83 4.42  -0.04
26 N -1.45 2.28 2.53  0.13
27 H 1.10 3.66 -3.82  0.08
28 H 0.88 2.08 -4.62  0.08
29 H 2.38 2.44 -3.77  0.08
30 H 0.88 3.82 -1.37  0.10
31 H -0.43 3.02 0.52  0.11
32 H -1.22 -0.44 3.64  0.12
33 H 0.38 -2.65 3.86  0.10
34 H 1.32 -4.37 1.70  0.08
35 H 2.46 -3.10 1.23  0.08
36 H 1.23 -3.65 0.08  0.07
37 H -4.60 -0.03 0.39  0.11
38 H -5.03 -1.60 -1.78  0.10
39 H -3.27 -2.62 -3.67  0.08
40 H -1.75 -3.06 -2.88  0.08
41 H -1.85 -1.58 -3.83  0.08
42 H -4.08 0.40 2.36  0.11
43 H -4.14 2.18 4.41  0.10
44 H -2.32 4.06 5.22  0.07
45 H -1.45 4.74 3.84  0.07
46 H -0.66 3.55 4.87  0.07
47 Br 6.66 -2.68 -2.89  0.76
48 C 5.21 -1.83 -2.07  -0.73
49 C 5.45 -0.84 -1.05  -0.73
50 Br 7.21 -0.46 -0.54  0.76
51 C 4.41 -0.18 -0.45  -0.65
52 Br 4.63 1.11 0.89  0.83
53 C 3.08 -0.45 -0.85  -0.36
54 O 2.05 0.07 -0.32  -0.09
55 C 2.83 -1.50 -1.83  -0.38
56 O 1.61 -1.78 -2.04  -0.11
57 C 3.93 -2.15 -2.44  -0.65
58 Br 3.52 -3.46 -3.72  0.81

=====

Here is a cluster of 2 separate species, C4H10Cl2NP in total at a distorted geometry from the OMol25 dataset. Energies are from the ωB97M-V functional and the def2-TZVPD basis.

HOMO-LUMO gap (spin up / spin down) = 0.1429 / 0.1436 hartree
max |F| = 4.12 eV/A
ΔE to the lowest compared entry with this formula, charge and spin = 451.6 kJ/mol
charge = 0

Each line ends with the Löwdin charge.
Cartesian coordinates (Å):
1 C 1.13 -0.16 2.10  -0.13
2 C 0.63 1.37 0.18  -0.15
3 C -2.18 -0.39 -2.25  -0.20
4 C 0.63 -0.10 0.66  -0.61
5 N -1.43 -0.41 -1.11  -0.27
6 P -1.09 -0.78 0.35  0.68
7 Cl 3.75 0.24 -0.19  -0.39
8 Cl -1.00 -2.74 0.84  0.33
9 H 1.08 -1.10 2.54  0.04
10 H 2.19 0.08 1.91  0.03
11 H 0.50 0.70 2.58  0.12
12 H 1.62 1.75 0.18  0.01
13 H 0.03 1.92 0.91  0.07
14 H 0.11 1.49 -0.86  0.10
15 H -1.66 0.35 -2.93  0.10
16 H -3.26 -0.12 -2.11  0.10
17 H -2.39 -1.36 -2.91  0.13
18 H 1.35 -0.74 0.11  0.06

=====

Here is a cluster of 3 separate species, C7H15NO2 in total at a distorted geometry from the OMol25 dataset. Energies are from the ωB97M-V functional and the def2-TZVPD basis.

HOMO-LUMO gap (spin up / spin down) = 0.2879 / 0.2879 hartree
max |F| = 3.52 eV/A
ΔE to the lowest compared entry with this formula, charge and spin = 622.1 kJ/mol
charge = 0

Each line ends with the Löwdin charge.
Cartesian coordinates (Å):
1 C -0.78 -0.07 1.17  -0.56
2 C 0.65 0.17 1.67  -0.01
3 C -1.60 -0.87 2.19  -0.01
4 C -0.77 -0.96 -0.12  -0.25
5 O -1.45 1.14 0.96  -0.01
6 O -1.50 -1.80 -0.53  0.13
7 H -0.91 1.67 0.34  0.07
8 H 0.66 -1.31 -0.37  0.09
9 H -1.64 -0.30 3.11  0.09
10 H 0.58 0.66 2.64  0.10
11 H 1.20 -0.76 1.79  0.10
12 H 1.19 0.82 0.99  0.07
13 H -2.61 -1.02 1.82  0.10
14 H -1.14 -1.84 2.38  0.10
15 C -0.53 0.51 -1.69  -0.20
16 N 0.04 1.77 -1.27  -0.05
17 C 1.09 -0.88 -1.39  -0.16
18 C 2.31 -0.29 -1.35  -0.08
19 H -0.29 2.55 -1.84  0.09
20 H 1.05 1.74 -1.38  0.06
21 H -0.42 0.25 -2.75  0.09
22 H -1.61 0.53 -1.50  0.08
23 H 0.80 -1.56 -2.18  0.10
24 H 2.68 0.29 -0.52  0.03
25 H 2.99 -0.44 -2.18  0.04

=====

Here is the molecule C6H6O4 at a distorted geometry from the OMol25 dataset. Energies are from the ωB97M-V functional and the def2-TZVPD basis.

HOMO-LUMO gap = 0.3318 hartree
max |F| = 2.70 eV/A
ΔE to the lowest compared entry with this formula, charge and spin = 99.1 kJ/mol
SMILES string = O=C(O)/C=C\C=C\C(=O)O
charge = 0

Each line ends with the Löwdin charge.
Cartesian coordinates (Å):
1 C 1.19 1.97 1.24  -0.47
2 C 0.87 0.67 1.98  0.02
3 C 0.29 -0.40 1.45  -0.09
4 C -0.14 -0.55 0.08  -0.07
5 C -0.89 -1.60 -0.32  0.00
6 C -1.33 -1.86 -1.71  -0.50
7 H 1.63 3.79 1.69  0.14
8 H 1.08 0.70 3.02  0.10
9 H 0.16 -1.27 2.09  0.13
10 H 0.27 0.21 -0.69  0.13
11 H -1.44 -2.35 0.40  0.17
12 H -0.16 -0.41 -2.41  0.13
13 O 1.60 2.92 2.14  0.07
14 O 1.13 2.22 0.05  0.09
15 O -0.81 -1.12 -2.75  0.07
16 O -2.11 -2.77 -1.99  0.08

=====

Number 1: DFT total energy -343120.824 eV. Number 2: DFT total energy -40130.532 eV. Number 3: DFT total energy -13081.834 eV. Number 4: DFT total energy -14508.438 eV.